1.
A structure of composition C24H34N4O10P3TeTl, computed with ωB97M-V/def2-TZVPD.

XYZ file:
```
77
Properties=species:S:1:pos:R:3:lowdin_charge:R:1
N 0.7657 -0.0626 2.3586 0.0467
C 1.2366 -1.0109 3.1534 -0.1288
H 3.2034 -4.3781 -0.3974 0.1030
H -4.1493 -2.0884 -3.7144 0.0818
H 0.9941 -2.4362 -2.4432 0.0725
H 2.4881 -2.4521 -1.6468 0.0558
H -1.1675 -6.4346 -1.3310 0.1023
H 0.5763 -7.7638 -0.1799 0.0769
C 2.7437 0.4987 4.2109 -0.0368
H -6.5844 1.4237 0.5230 0.0768
N 3.0613 3.1872 -2.9014 0.1334
H -1.5484 -5.4848 -3.5669 0.0923
C -1.1037 -3.8907 -2.1715 -0.2415
H -1.8631 5.2471 2.5178 0.0707
C 2.0017 -6.1485 -0.2006 -0.1382
H 0.7739 -1.9892 3.0409 0.1114
H 0.8585 1.9251 1.8162 0.1033
C 0.0065 -4.6734 -1.5348 -0.1342
H 3.6752 1.1640 -4.6335 0.0699
C 0.7807 -6.7433 -0.4847 -0.1387
C -2.4051 4.2961 2.4944 -0.0792
H -2.8666 -1.0245 -1.9199 0.0740
H -4.9865 2.1003 3.0441 0.1078
C 2.2521 -0.7876 4.0720 -0.0552
P 0.6477 2.1797 -2.6702 0.2996
H -3.4809 -4.3257 -4.5745 0.0763
C -2.5464 -2.0072 -2.2729 -0.1737
O 3.3622 1.7821 -0.4782 -0.1926
H 2.7711 -6.6981 0.3300 0.0822
O 2.7755 -0.5165 -1.4761 -0.3861
O 2.2640 3.7909 2.7361 0.0726
C -5.1532 1.5406 2.1170 -0.3487
O 4.8634 0.8693 -2.2648 -0.3481
C 1.2731 -4.0991 -1.2817 -0.2628
C -2.9291 -3.8600 -3.7634 -0.1401
H -0.8491 3.2460 3.5654 0.1111
Te -2.7371 -1.1490 1.8515 0.3529
C -3.2930 -2.6029 -3.2861 -0.1274
P -2.6154 1.1593 1.3752 0.0642
C 2.4616 1.7817 -2.9545 -0.4971
H -3.1399 4.2876 3.3039 0.0700
H -5.1695 0.4814 2.3710 0.0387
O -4.0997 1.8117 1.1968 -0.3051
H 3.9176 3.2350 -3.4432 0.1387
H 2.6425 -1.6030 4.6677 0.0972
H 3.5378 0.6913 4.9231 0.1003
H 3.2749 3.3911 -1.9234 0.1270
C 2.6362 2.9491 3.5199 -0.4895
C -1.4285 3.1429 2.6469 -0.3059
O -0.2425 1.0401 -2.9660 -0.3506
C 1.2601 1.1630 2.4812 -0.0774
H -2.9340 4.2155 1.5440 0.0718
H 2.4756 1.7116 -0.0864 0.0323
N 3.4855 3.2729 4.5585 0.1439
H 3.4799 2.7009 5.3842 0.0742
H 3.5673 4.2642 4.7107 0.0960
O -1.8208 1.6783 0.2249 -0.4297
H 2.0965 1.8832 -5.0972 0.0766
H -6.4654 3.0284 1.2614 0.0686
C 2.2226 1.5102 3.4222 -0.1200
H -0.2113 2.2834 -0.6617 0.0023
C -6.4548 1.9547 1.4676 -0.0906
P 3.4587 0.7703 -1.7686 0.2675
H 2.1726 0.2518 -4.4230 0.0862
H -0.7377 3.1341 1.8034 0.0856
C 2.6162 1.2470 -4.3765 -0.0976
C -1.8429 -4.5061 -3.1937 -0.0881
C 2.2440 -4.8430 -0.6035 -0.0503
O 0.6228 2.5659 -1.0844 -0.2099
Tl -0.0934 -0.7045 -0.5678 0.7695
C -0.1939 -5.9941 -1.1430 -0.0607
C -1.4185 -2.6066 -1.6846 -0.2215
H 2.2262 3.7554 -3.2536 0.1000
H -7.2942 1.7165 2.1273 0.0660
O -2.0955 1.8802 2.7447 -0.3212
O 0.5984 3.4873 -3.4487 -0.3622
N 1.5493 -2.8127 -1.6922 0.0599
```

For the energy above the lowest of the compared OMol25 structures with the same formula, charge and spin, the calculation gives 10.17 kcal/mol. The value obtained for the lowest unoccupied orbital energy is 4.0 eV. As for the HOMO-LUMO gap: 0.1858 Eh. The total charge is -2.

=====

2.
A cluster of 7 separate species, C24H34N5O18S4 in total, computed with ωB97M-V/def2-TZVPD.

XYZ file:
```
85
Properties=species:S:1:pos:R:3:lowdin_charge:R:1
H -7.9725 -3.3075 1.1323 0.1336
H -2.7910 -0.0823 2.2444 0.0937
H -4.0666 5.5403 0.1257 0.1399
H -2.9380 0.2469 0.4252 0.0658
N 3.7300 0.0414 1.9317 0.1445
C -8.8163 2.1071 -1.3662 -0.1262
O -2.8379 3.0187 0.1226 0.0477
C -9.0068 0.0338 -0.5395 -0.5472
S 1.6768 -2.0841 -0.4741 0.7880
C -2.6348 4.1491 -0.7198 -0.1201
O 6.3459 1.9809 -3.2997 0.1415
H -0.5186 -0.4402 0.0504 0.0742
C -5.8212 -5.0504 0.7930 -0.5541
C -7.2298 -3.6662 1.8505 -0.1225
H 4.2300 0.4063 4.1486 0.1668
H 6.2319 -3.4065 3.0887 0.1374
H -0.5759 -0.5985 3.2078 0.1395
C 2.0753 5.7195 -3.2324 -0.5496
O -9.4930 -0.9512 -0.0652 0.1499
H -8.9148 2.8210 -0.5435 0.1372
H 7.2867 -4.7286 1.3891 0.1413
C 6.2401 -2.9645 2.0914 -0.1350
C 6.6015 -3.9571 1.0274 -0.1197
S -2.6770 -2.1773 0.8371 0.6867
C 7.2835 -1.2515 -2.8563 -0.1173
H 2.3949 3.0493 -3.9691 0.1416
N 2.0584 -0.1254 3.5254 -0.1452
O 7.2759 -3.1583 0.0633 0.0537
H 7.2544 -1.7194 -3.8445 0.1388
O -7.6742 0.3056 -0.5417 0.0632
H -7.0670 -5.2930 3.2748 0.1340
C 1.5167 -1.4179 5.1447 -0.5708
H -9.0412 2.6153 -2.3047 0.1366
H 2.2315 2.7644 -2.2207 0.0384
C -3.9712 4.8280 -0.6984 -0.1159
O 6.2955 -0.2268 -2.8027 0.0277
H 7.0973 -2.0131 -2.0990 0.1153
H -2.3576 3.8007 -1.7187 0.1395
H -4.1949 5.3387 -1.6354 0.1419
O 3.4256 5.5589 -3.2604 0.0741
N 1.4507 -0.1390 4.8020 0.0749
C 3.4607 0.1615 3.3435 0.0499
H -8.5494 -5.3246 2.2939 0.1384
H -7.1840 -2.9704 2.6890 0.1374
C 6.9188 0.9480 -3.0957 -0.5440
O 1.4451 4.5488 -2.9343 0.0523
C 7.7578 -2.0650 0.7138 -0.5223
C 3.7067 4.2643 -2.7424 -0.1271
H 9.4067 -0.9411 -3.1316 0.1436
N 2.3360 -0.5452 0.0619 -0.8231
O -4.9486 -5.4332 0.0693 0.1477
C -2.3995 -0.3843 1.2118 -0.5359
C -7.4875 -5.0767 2.2884 -0.1271
N 1.3826 -0.4243 2.3687 0.0440
H 3.9619 0.0468 -1.8143 -0.0856
O -9.7140 1.0254 -1.1469 0.0676
C -7.4780 1.4330 -1.3845 -0.1316
H -7.1991 1.0834 -2.3830 0.1392
H -0.0971 -1.9174 1.9576 0.0968
H 3.9462 4.3532 -1.6785 0.1378
O 1.5136 6.7528 -3.4410 0.1624
H 5.2735 -2.4853 1.9068 0.1122
O -6.7923 -5.8458 1.3141 0.0697
H 4.5546 3.8132 -3.2595 0.1209
H -0.7152 1.1065 1.0811 0.1237
H 1.4337 -2.8004 0.6957 -0.0921
H -1.8376 4.7848 -0.3329 0.1397
O 7.2661 -1.9869 1.9789 0.0732
C -0.0514 -0.7998 2.2221 -0.1389
S 1.5226 -3.0347 5.4536 0.8102
O -4.6656 1.7690 0.5965 0.1465
C -4.1728 2.7536 0.1241 -0.5419
O -4.8740 3.7485 -0.4802 0.0566
H -3.9355 -2.3908 0.2938 -0.1156
C -0.8264 -0.0234 1.0615 -0.2259
O 8.2653 0.7989 -3.1244 0.0835
O -5.9675 -3.7606 1.1992 0.0270
H 8.7930 -0.4149 -1.5495 0.1030
H 5.7259 -4.4382 0.5897 0.1377
S 2.8748 0.5985 -1.1320 0.8461
H -6.6845 2.0724 -0.9986 0.1044
C 2.4260 3.5215 -2.9828 -0.1561
O 8.5162 -1.2739 0.2335 0.1554
C 2.4352 -0.3152 1.3919 -0.3871
C 8.5553 -0.4996 -2.6119 -0.1164
```

The value obtained for the lowest unoccupied orbital energy is -4.9 eV. As for the HOMO-LUMO gap: 0.2350 Eh. The total charge is +1.

=====

3.
A structure of composition C24H35AsBrF3NO6S2SiV, computed with ωB97M-V/def2-TZVPD.

XYZ file:
```
75
Properties=species:S:1:pos:R:3:lowdin_charge:R:1
H -12.3002 11.1629 7.4759 0.0618
H -8.4775 11.3793 15.8057 0.0768
H -7.0300 12.3213 14.0350 0.0739
C -6.3046 11.4879 13.9485 -0.1044
Br -8.9853 8.4255 11.5768 0.6639
N -8.5973 5.8530 9.1445 -0.0911
H -13.1403 10.1577 12.2154 0.0997
H -5.3072 11.8964 13.6005 0.0985
C -14.5142 6.7008 11.0876 -0.0221
F -4.5761 7.5803 8.4447 0.1165
H -9.1304 9.8884 16.5776 0.0619
C -7.5465 6.4806 8.5912 -0.5905
H -4.9814 9.3025 13.3067 0.0662
O -12.9453 4.5020 9.5541 -0.4604
H -8.1815 5.8256 15.3924 0.0995
H -6.4961 5.7422 13.9156 0.0968
Si -8.1056 9.2424 13.6056 0.6256
C -5.0085 6.4180 7.8860 -0.5445
O -13.6704 7.0930 8.9453 -0.2685
H -6.2282 11.0384 14.9560 0.0680
H -10.9946 11.6746 13.9945 0.0969
S -12.3708 5.6752 8.9026 0.9179
O -11.0121 8.8301 8.4128 -0.6183
H -11.0000 8.5945 13.5663 0.0441
H -14.8887 5.7432 10.7678 0.1035
H -8.9009 7.3232 16.0618 0.0812
H -11.7023 9.7144 14.7983 0.0956
H -5.1828 4.0254 9.0341 0.1163
C -6.2285 5.8430 8.5551 -0.0972
O -12.9794 10.7009 8.0291 -0.2755
O -11.4173 10.9030 10.3999 -0.5163
C -14.3882 8.4662 12.7511 -0.1104
As -12.1542 9.8647 9.3375 0.9938
H -10.5627 8.3858 15.2997 0.0622
C -10.8035 9.1210 14.4957 -0.1149
H -7.5698 6.3568 12.6380 0.0250
C -9.3294 10.6446 15.8260 -0.0963
H -6.5242 11.9737 11.3577 0.1043
V -9.7882 7.5622 9.2244 0.2421
C -7.4780 7.5969 14.3943 -0.6559
H -6.2254 6.9017 15.9650 0.0872
H -6.9212 8.4483 16.3034 0.0673
S -7.9662 8.1723 8.0617 0.5856
H -15.4413 6.5843 13.0087 0.1007
C -9.6378 10.1160 14.4120 -0.6523
F -5.1528 6.5861 6.5645 0.1377
C -14.8173 7.2011 12.3478 -0.0935
H -14.6139 8.8216 13.7561 0.0922
H -7.2011 2.8881 10.1047 0.1049
F -3.9401 5.5233 7.9898 0.0593
H -7.4220 10.5076 10.8172 0.0380
C -5.5363 9.6810 12.4348 -0.1149
H -9.3637 4.2076 10.0828 0.1108
C -10.0366 11.2992 13.5546 -0.1183
H -5.8036 8.7934 11.8150 0.0705
H -9.3115 12.1287 13.6531 0.0768
H -5.9183 7.1337 12.8977 0.0673
C -6.4630 7.8773 15.5003 -0.1091
H -10.2092 11.2361 16.1905 0.0941
C -6.7780 10.4647 12.9010 -0.6449
H -4.9137 10.3495 11.8049 0.0935
C -8.6052 6.8359 15.1011 -0.1160
H -8.2852 11.6671 11.7476 0.0602
C -6.8175 6.6651 13.3447 -0.1190
H -10.2524 11.0089 12.5044 0.0500
C -7.2388 3.9112 9.7043 -0.0590
C -7.2988 11.2015 11.6494 -0.1284
C -8.4355 4.6011 9.6974 -0.0880
C -6.1341 4.5628 9.1023 -0.0147
C -13.8156 7.5434 10.1982 -0.4296
O -11.2459 6.2489 9.8746 -0.6041
H -5.5515 8.3807 15.1018 0.0777
C -13.6186 9.2262 11.8710 -0.1126
H -9.5021 6.6889 14.4871 0.0773
C -13.3546 8.8102 10.5724 -0.1725
```

As for the spin multiplicity: 4. For the energy above the lowest of the compared OMol25 structures with the same formula, charge and spin, the calculation gives 20.78 kcal/mol. The value obtained for the lowest unoccupied orbital energy (alpha / beta) is 2.3 / 2.3 eV. As for the HOMO-LUMO gap (alpha / beta): 0.2284 / 0.2919 Eh. The total charge is -1.

=====

Calculated total energy for every record listed, in sequence, given in a.u.: -3371.35233; -4155.36158; -8581.16661.